[1]
# C5H17N2

A cluster of 2 separate species, C5H17N2 in total at a distorted geometry (the ωB97M-V functional and the def2-TZVPD basis, the OMol25 dataset).

The geometry in XYZ format:
```
24
Properties=species:S:1:pos:R:3:forces:R:3:nbo_charge:R:1
H 1.321 2.466 -1.418 -0.646 -0.112 0.568 0.22
H -0.434 2.135 -1.140 0.391 -0.128 0.194 0.21
H -3.084 -1.480 0.862 -0.274 -0.100 -0.046 0.23
C 0.977 1.153 0.288 -1.886 0.592 0.984 -0.04
C 2.134 1.563 1.189 0.476 0.616 -0.395 -0.63
H 2.656 0.676 1.600 -0.218 0.548 -0.049 0.22
C -2.392 -0.845 0.329 -0.034 0.708 -1.010 -0.42
N 1.173 -0.087 -0.486 0.549 0.385 -0.507 -0.87
H -0.879 -1.926 1.131 0.206 -0.107 0.371 0.42
C 0.532 2.306 -0.635 0.652 -0.413 -0.625 -0.63
N -1.086 -1.537 0.222 0.145 0.117 -0.065 -0.54
H -2.768 -0.599 -0.706 0.378 -0.258 1.195 0.23
H 2.833 2.158 0.547 -0.200 -0.523 0.768 0.22
H -0.282 -0.853 -0.002 0.037 -0.606 -0.197 0.48
C -1.054 -2.635 -0.771 1.894 -0.503 -0.388 -0.43
H 2.115 -0.432 -0.298 -0.281 -0.200 -0.121 0.39
H 0.111 0.932 0.980 0.559 0.305 -0.431 0.14
H -1.095 -2.180 -1.771 0.038 -0.271 0.333 0.23
H 1.774 2.227 2.022 0.397 -0.726 -0.808 0.24
H -2.203 0.067 0.898 -0.323 -0.032 -0.127 0.23
H -0.066 -3.223 -0.650 -1.666 1.014 -0.251 0.24
H 1.164 0.175 -1.476 0.122 -0.319 0.273 0.39
H 0.448 3.231 -0.084 -0.049 0.244 0.239 0.24
H -1.894 -3.292 -0.628 -0.270 -0.228 0.096 0.23
```
Positions in Å, forces in eV/Å.

Output
- total charge = +1
- gap between HOMO and LUMO (eV) = 11.142
- relative energy (zero: lowest compared OMol25 entry of this formula, charge and spin) (kJ/mol) = 61.0
- LUMO energy (eV) = -2.89

[2]
# C6H7F5S

An isolated molecule of C6H7F5S at a distorted geometry (the ωB97M-V functional and the def2-TZVPD basis, the OMol25 dataset).

The geometry in XYZ format:
```
19
Properties=species:S:1:pos:R:3:forces:R:3:nbo_charge:R:1
H 1.302 2.846 -0.253 -0.616 -0.427 0.257 0.15
S 1.639 1.685 0.365 -0.586 -0.383 0.219 -0.07
F -0.534 1.225 1.982 0.866 -0.335 -0.548 -0.34
C -1.023 0.778 -0.210 -1.269 1.734 -2.075 0.23
H 0.548 -0.506 3.105 -0.244 0.091 -0.168 0.21
F -3.353 0.561 -0.610 0.702 -0.233 -0.173 -0.32
H 1.142 -1.065 0.231 0.131 -0.721 -1.468 0.23
H -1.696 0.383 -2.114 0.323 0.431 -0.851 0.25
F -1.440 2.170 -0.340 0.738 -1.397 0.600 -0.36
C 0.042 0.700 0.821 0.682 2.223 0.256 0.26
H 1.386 -1.966 2.501 0.126 -0.013 -0.590 0.21
C -2.336 0.083 0.162 -2.008 -0.148 0.439 0.95
F -2.788 0.233 1.402 0.481 0.428 0.524 -0.30
H 0.018 1.089 -1.997 0.525 1.091 -0.928 0.24
C -0.707 0.404 -1.673 -0.321 -2.210 1.836 -0.63
H -0.271 -0.618 -1.778 -0.353 0.668 0.284 0.23
C 0.871 -1.052 2.225 0.081 -0.842 2.918 -0.30
F -2.294 -1.239 -0.024 0.602 -0.315 -0.502 -0.32
C 0.636 -0.622 1.031 0.140 0.360 -0.030 -0.31
```
Positions in Å, forces in eV/Å.

Output
- total charge = 0
- gap between HOMO and LUMO (eV) = 10.429
- relative energy (zero: lowest compared OMol25 entry of this formula, charge and spin) (kJ/mol) = 0.0
- LUMO energy (eV) = 0.34

[3]
# C4H10Se

An isolated molecule of C4H10Se at a distorted geometry (the ωB97M-V functional and the def2-TZVPD basis, the OMol25 dataset).

The geometry in XYZ format:
```
15
Properties=species:S:1:pos:R:3:forces:R:3:nbo_charge:R:1
C -1.051 0.613 0.714 -2.163 1.924 1.090 -0.65
C 0.868 0.590 -0.754 -3.041 2.026 -0.400 -0.62
C -0.389 -1.533 -0.476 4.637 -1.025 -1.797 -0.63
H -1.870 0.805 -0.126 1.824 -0.472 1.553 0.22
H 1.572 -0.005 -1.173 2.327 -1.518 -1.740 0.21
H 0.292 -2.505 -0.291 -1.166 2.412 -0.313 0.22
H 0.144 1.060 -1.565 1.412 -1.111 1.502 0.21
H 1.320 1.392 -0.220 0.446 0.844 0.171 0.21
C 0.097 -0.248 0.229 -0.238 -0.111 0.082 -0.14
H -0.755 1.693 1.156 -0.283 -2.484 -1.249 0.23
H -1.302 -1.839 -0.169 -3.165 -0.700 0.709 0.21
H -0.311 -1.353 -1.607 -0.615 -0.364 1.567 0.21
H -1.590 0.132 1.573 0.298 0.305 -0.782 0.21
Se 1.336 -0.722 1.779 2.177 1.966 -2.457 0.02
H 2.690 0.078 0.869 -2.449 -1.693 2.063 0.08
```
Positions in Å, forces in eV/Å.

Output
- total charge = 0
- gap between HOMO and LUMO (eV) = 8.933
- relative energy (zero: lowest compared OMol25 entry of this formula, charge and spin) (kJ/mol) = 195.6
- LUMO energy (eV) = 0.24